# 1
74
Properties=species:S:1:pos:R:3 method="wB97M-V/def2-TZVPD" lumo_ha=-0.0759 relative_energy_kcal_mol=5.96 total_charge=+1 max_force_ev_per_a=0.9 total_energy_ev=-57311.2771
Pt 0.540 0.731 -0.864
S -0.707 -1.785 0.465
O -0.901 -0.704 -0.620
N 1.958 2.214 -1.227
N 1.508 -1.537 -1.145
N 3.143 0.134 -0.144
N 3.424 3.712 -0.519
N 2.197 -3.357 -0.069
C 3.738 1.357 0.309
C -1.955 0.107 4.369
C 1.657 6.017 -2.822
C -2.012 3.379 1.488
C 0.651 -5.037 -1.194
C -2.004 -4.148 0.727
C -0.797 2.497 1.189
C -0.206 -2.700 -2.583
C -3.976 -4.752 -0.505
C 2.598 5.702 -1.864
C 0.799 -2.637 -1.620
C -2.916 -0.068 3.379
C 3.278 -1.136 0.515
C -3.963 -3.523 -1.150
C -2.999 -5.065 0.431
C 0.481 3.228 1.582
C 0.779 3.753 -2.863
C -0.769 -3.934 -2.834
C -1.264 -1.085 1.990
C 3.020 2.430 -0.467
C -2.577 -0.672 2.181
C -0.649 -0.316 4.172
C -2.017 -2.918 0.084
C -0.347 -5.085 -2.149
C 0.768 5.052 -3.324
C 2.313 -2.013 -0.232
C -0.297 -0.916 2.970
C 1.699 3.433 -1.867
C -2.975 -2.592 -0.862
C -0.837 2.078 -0.282
C 2.603 4.386 -1.414
C 1.214 -3.790 -0.950
H -3.005 -6.029 0.923
H -2.934 -1.636 -1.365
H 3.315 0.011 -1.135
H 0.102 3.004 -3.250
H -0.867 1.606 1.817
H -0.816 -6.033 -2.375
H 3.580 1.505 1.381
H 3.303 6.436 -1.500
H 1.612 7.026 -3.208
H -3.315 -0.815 1.403
H 1.355 2.584 1.469
H -2.123 3.550 2.561
H 0.719 -1.247 2.790
H -1.551 -4.023 -3.577
H 0.627 4.122 0.966
H 0.441 3.550 2.625
H 4.228 4.088 -0.044
H 0.092 -0.178 4.947
H -1.908 4.354 1.004
H 0.973 -5.927 -0.671
H 0.064 5.336 -4.094
H -4.748 -5.473 -0.737
H -4.721 -3.289 -1.885
H -1.803 1.602 -0.482
H 4.286 -1.576 0.502
H -1.230 -4.386 1.446
H -0.527 -1.806 -3.100
H -2.935 2.926 1.122
H -2.231 0.575 5.305
H 4.818 1.430 0.120
H -3.932 0.265 3.545
H 2.974 -1.044 1.562
H 2.744 -3.928 0.551
H -0.790 2.979 -0.895


# 2
17
Properties=species:S:1:pos:R:3 method="wB97M-V/def2-TZVPD" lumo_ha=-0.1164 relative_energy_kcal_mol=20.58 total_charge=+1 max_force_ev_per_a=1.2 total_energy_ev=-8858.2036
O 2.484 -1.839 -0.922
O -2.512 -0.179 2.173
O 1.661 1.712 -0.239
N -1.124 0.705 -0.563
C -0.740 -0.763 -0.404
H -1.901 -0.453 2.870
H -1.036 -0.922 0.616
H 2.383 1.341 -0.758
H -1.303 -1.323 -1.140
H -2.800 0.689 2.485
H 3.286 -1.383 -0.631
H -0.354 1.324 -0.289
H 0.342 -0.846 -0.458
H 2.052 2.464 0.219
H 2.870 -2.393 -1.615
H -1.836 0.895 0.143
H -1.473 0.970 -1.486


# 3
60
Properties=species:S:1:pos:R:3 method="wB97M-V/def2-TZVPD" lumo_ha="0.0114 / -0.0173" relative_energy_kcal_mol=2.97 max_force_ev_per_a=0.5 spin_multiplicity=2 total_energy_ev=-57290.2229
Ru -0.274 -0.782 -1.241
S 0.308 1.492 -1.465
O -0.583 -4.797 -1.688
O 0.773 -0.895 -3.249
O 0.191 -2.745 -1.230
O -1.735 -0.417 0.016
O -3.921 -0.797 0.261
N -1.860 -1.505 -2.438
N -1.572 1.831 -3.325
N 1.000 -0.731 6.014
N 1.249 -0.663 0.213
N 2.494 -1.208 1.919
N 1.541 -1.575 5.228
N 2.252 -0.919 4.278
C -2.022 -2.934 -2.052
C 1.231 -1.197 1.419
C 2.616 1.546 3.764
C 1.329 0.539 5.585
C -0.760 3.844 -2.335
C -3.042 -0.760 -1.971
C -2.388 2.571 -4.082
C 0.970 1.792 6.091
C 2.893 -1.666 3.230
C 2.136 0.428 4.454
C 2.558 -0.338 -0.079
C -0.711 -3.596 -1.642
C 2.253 2.771 4.274
C 0.065 -1.724 2.170
C -0.062 -1.731 -4.079
C -1.524 -1.364 -3.865
C -2.951 -0.672 -0.443
C -1.600 4.594 -3.129
C -2.442 3.948 -4.032
C 3.340 -0.664 0.974
C -0.768 2.448 -2.463
C 1.443 2.895 5.423
H -0.195 -1.060 2.998
H -1.673 -0.318 -4.127
H 2.825 0.099 -1.025
H -2.998 0.247 -2.384
H 1.186 3.886 5.775
H 0.165 -2.757 -3.804
H -2.170 -1.991 -4.489
H -0.797 -1.787 1.516
H 0.211 -1.590 -5.127
H 3.223 1.462 2.873
H 4.400 -0.579 1.139
H 0.600 0.027 -3.502
H 3.977 -1.566 3.287
H -2.666 -2.978 -1.171
H -3.032 2.020 -4.762
H -3.122 4.497 -4.667
H 2.622 -2.709 3.391
H 0.344 1.874 6.968
H -2.515 -3.495 -2.847
H 2.592 3.669 3.775
H -0.104 4.309 -1.612
H -3.979 -1.245 -2.251
H 0.288 -2.708 2.584
H -1.610 5.673 -3.043


# 4
15
Properties=species:S:1:pos:R:3 method="wB97M-V/def2-TZVPD" lumo_ha=0.0361 relative_energy_kcal_mol=110.50 max_force_ev_per_a=5.1 total_energy_ev=-15624.8428
P -1.860 -0.242 1.191
O -0.808 0.151 -1.104
C 1.146 0.941 0.664
C -0.280 -0.363 -2.298
C -0.438 -0.447 0.014
C 1.638 1.118 1.884
H 2.559 1.648 1.974
H -1.583 -1.271 2.296
H 0.028 -1.452 -0.135
H 0.492 0.448 -2.585
H -1.029 -0.382 -2.985
H 1.243 0.701 2.762
H -2.743 -1.099 0.560
H 1.349 1.635 -0.082
H 0.285 -1.386 -2.158


# 5
17
Properties=species:S:1:pos:R:3 method="wB97M-V/def2-TZVPD" lumo_ha="0.0104 / 0.0166" relative_energy_kcal_mol=91.53 max_force_ev_per_a=4.8 total_energy_ev=-145428.3689
Br 0.625 -0.090 2.210
Br -0.894 1.384 -2.086
C 2.321 -0.079 -0.246
C -0.985 1.408 -0.228
C 0.962 -0.545 0.328
C -2.209 0.880 0.442
C 0.198 -1.717 -0.166
H -2.058 1.057 1.577
H -0.425 2.305 0.192
H 0.068 -1.579 -1.341
H -2.420 -0.159 0.023
H 2.711 -0.864 -0.867
H 2.189 0.836 -0.710
H 0.763 -2.691 -0.199
H 3.006 0.083 0.639
H -3.087 1.453 0.232
H -0.765 -1.681 0.198


# 6
24
Properties=species:S:1:pos:R:3 method="wB97M-V/def2-TZVPD" lumo_ha=-0.1046 relative_energy_kcal_mol=46.47 total_charge=+1 max_force_ev_per_a=3.7 total_energy_ev=-10917.8421
O 2.691 0.526 0.101
N -1.144 -2.367 -1.336
N -0.534 -1.183 0.980
N -0.268 1.631 1.850
C -0.796 0.979 -0.392
C -0.109 -1.310 -1.517
C -0.056 -0.374 -0.288
C -0.281 2.121 0.368
H 0.749 1.439 1.951
H 0.738 2.510 0.104
H -0.746 -3.279 -1.446
H -0.222 2.425 2.489
H -0.264 -0.753 -2.463
H 1.108 -0.354 -0.084
H 2.826 0.934 -0.764
H -0.183 -0.670 1.793
H -1.545 -1.191 0.931
H -0.946 1.160 -1.488
H -1.824 0.671 -0.101
H -0.065 -2.050 0.767
H 0.840 -1.839 -1.520
H -0.939 2.992 0.509
H -2.041 -2.097 -1.694
H 2.273 1.227 0.610